C21H13N3O10S2SbScSe4 | ωB97M-V/def2-TZVPD

Properties
Energy above the lowest of the compared OMol25 structures with the same formula, charge and spin = 2.0725 eV
Energy = -357233.2633 eV
Net charge = -2

Geometry (Å):
Sc1 -0.98 1.54 0.55
O1 -4.41 -0.79 -1.21
C1 -3.33 -0.46 -0.52
O2 -2.25 -0.25 -1.03
C2 -3.48 -0.48 0.95
C3 -4.51 -1.12 1.59
C4 -4.48 -1.17 3.00
C5 -3.48 -0.53 3.67
C6 -2.49 0.18 2.94
N1 -2.46 0.14 1.57
C7 -1.51 1.04 3.44
O3 -1.23 1.15 4.77
O4 -0.80 1.72 2.65
H1 -4.25 -0.57 -2.14
H2 -5.31 -1.55 1.01
H3 -5.27 -1.67 3.55
H4 -3.48 -0.52 4.75
H5 -1.90 0.66 5.26
O5 0.73 2.94 0.70
C8 1.91 2.71 0.46
C9 2.54 1.41 0.57
C10 3.91 1.37 0.78
C11 4.52 0.18 1.07
C12 3.79 -1.01 1.13
C13 2.44 -0.99 0.88
C14 1.77 0.21 0.54
O6 0.53 0.20 0.21
N2 5.95 0.14 1.34
O7 6.58 1.18 1.24
O8 6.46 -0.92 1.66
H6 2.57 3.54 0.17
H7 4.50 2.28 0.75
H8 4.30 -1.94 1.36
H9 1.86 -1.91 0.88
Se1 -5.36 2.54 3.20
Sb1 -5.53 3.07 0.86
Se2 -1.07 2.52 -1.94
Se3 -3.18 3.00 -0.15
Se4 -7.13 1.84 -0.45
O9 4.44 -1.31 -1.91
S1 3.72 -0.78 -3.04
O10 4.37 -0.82 -4.32
N3 3.19 0.74 -2.72
C15 1.89 0.82 -2.75
S2 1.18 2.38 -2.59
C16 1.18 -0.49 -2.98
C17 -0.17 -0.76 -3.06
C18 -0.56 -2.08 -3.30
C19 0.38 -3.09 -3.46
C20 1.74 -2.81 -3.39
C21 2.11 -1.50 -3.15
H10 -0.90 0.02 -2.91
H11 -1.61 -2.32 -3.34
H12 0.05 -4.11 -3.64
H13 2.49 -3.58 -3.52

These are the natural (NBO) partial charges, in e, on atoms 1 to 4: atom 1 (Sc): 1.510, atom 2 (O): -0.652, atom 3 (C): 0.809, atom 4 (O): -0.602